Record 1
18
Properties=species:S:1:pos:R:3:forces:R:3:lowdin_charge:R:1 method="wB97M-V/def2-TZVPD" relative_energy_kj_mol=86.0 gap_ev=9.44 smiles=CS.O.O.O.O
C 2.514 -1.235 -4.301 1.1549 -0.9639 0.3144 -0.5336
S 1.468 -0.780 -2.918 0.3989 1.0913 0.8458 0.5961
H 2.290 -2.315 -4.381 0.1286 0.5211 -0.3676 0.0217
H 2.175 -0.704 -5.162 -0.0180 0.1174 -0.7561 0.0008
H 3.640 -1.161 -4.207 -1.4006 0.1799 0.2955 0.0552
H 1.918 0.502 -2.656 -0.2647 -0.9439 -0.3308 -0.1404
H -0.552 1.000 1.880 -0.4846 -0.0985 0.0904 0.0474
H -0.393 1.691 3.183 -0.4007 0.2131 -0.1043 0.0063
O -1.089 1.275 2.641 0.8661 0.2240 0.0874 -0.0812
H 1.545 2.739 4.257 0.0621 -0.0966 -0.0629 0.0567
H 0.965 3.812 3.360 -0.0915 -0.0942 -0.1442 0.0597
O 1.130 2.862 3.396 0.1606 0.2103 0.3374 -0.0447
H -1.403 -0.706 2.914 0.3726 0.5093 -0.3596 0.0174
H -2.224 -1.773 2.337 0.3208 -0.0003 -0.5078 0.0401
O -1.414 -1.277 2.132 -0.5043 -0.8903 0.8042 -0.0936
H -2.998 0.033 0.335 -0.0747 0.1468 0.2594 0.0322
H -3.203 -1.441 0.368 -0.1773 0.0653 0.0520 0.0277
O -3.656 -0.620 0.598 -0.0479 -0.1908 -0.4534 -0.0678

=====

Record 2
104
Properties=species:S:1:pos:R:3:forces:R:3:lowdin_charge:R:1 method="wB97M-V/def2-TZVPD" relative_energy_kj_mol=343.1 gap_ev=5.25 total_charge=+1
Be 2.761 2.219 0.158 -3.7246 -1.0443 -2.0855 0.9846
C -0.281 -0.647 1.194 0.7027 -0.8286 -0.6215 -0.0843
C 0.556 -0.800 -0.090 -0.5150 -0.5843 0.1810 -0.4329
O 1.374 0.253 -0.471 1.3017 2.1404 0.2990 -0.3083
H -0.895 -1.515 1.442 -0.0050 -0.2366 -0.5392 0.0619
H -0.967 0.199 1.177 0.5684 0.4109 0.3926 0.0481
H 0.534 -0.773 1.911 -0.5025 1.0836 0.8560 0.0529
H -0.078 -0.997 -0.966 -0.3254 0.2796 -0.1564 0.0954
H 1.083 -1.754 0.031 0.4727 0.0184 0.0478 0.0903
N -5.343 3.823 1.176 0.2803 0.6112 -0.3038 0.0605
C -4.132 4.427 1.159 -0.9228 -2.1068 0.3504 -0.1294
C -3.009 3.691 1.511 0.3888 1.0998 -0.8934 -0.0996
C -3.071 2.330 1.770 -0.1594 1.0080 1.3220 -0.0881
C -4.325 1.755 1.857 -0.0963 -0.1999 -0.5536 -0.0746
C -5.435 2.534 1.512 0.5832 0.5612 0.1276 -0.1353
H -4.066 5.456 0.838 -0.1677 0.1167 0.1534 0.1022
H -2.083 4.253 1.478 0.3279 -0.3491 0.2091 0.0920
H -2.168 1.888 2.172 -0.0465 -0.5369 -0.3729 0.0796
H -4.433 0.714 2.128 -0.1327 -0.0102 0.0449 0.1024
H -6.442 2.140 1.528 -0.0030 -0.1627 0.0257 0.1071
N 2.913 2.570 -2.366 0.3718 1.2458 -0.0742 0.0351
C 3.360 3.758 -2.828 -0.5513 0.6557 -0.6818 -0.1404
C 3.251 4.174 -4.166 -0.4051 -0.0130 0.7020 -0.0472
C 2.571 3.376 -5.056 0.1450 -0.4431 -0.2015 -0.0455
C 2.078 2.168 -4.604 0.4589 -0.0782 -0.4524 -0.0362
C 2.314 1.796 -3.304 -0.2358 -0.8099 1.9140 -0.1124
H 3.670 4.558 -2.168 0.4322 -0.5348 0.5711 0.1013
H 3.556 5.163 -4.474 0.3111 -0.0133 0.2326 0.1119
H 2.442 3.619 -6.101 0.0125 0.3105 0.0510 0.1212
H 1.626 1.507 -5.328 -0.1807 -0.2596 0.3661 0.0997
H 1.973 0.871 -2.859 -0.0711 -0.2417 -0.4380 0.0928
N 0.852 -3.047 3.444 1.2660 1.1310 0.9945 0.0587
C 1.835 -2.560 4.288 -0.6538 0.4616 -0.8347 -0.1488
C 3.157 -2.940 4.333 0.1617 -1.3365 -1.8419 -0.0654
C 3.549 -3.872 3.334 -0.9824 -0.0526 0.7781 -0.0718
C 2.548 -4.456 2.561 0.5497 0.3920 -0.5056 -0.0712
C 1.228 -3.982 2.592 0.7017 -0.4369 0.8730 -0.1578
H 1.656 -1.640 4.831 -0.9580 -0.2787 0.4139 0.0928
H 3.871 -2.529 5.031 -0.0852 0.2332 -0.0430 0.1015
H 4.583 -4.146 3.180 0.0331 -0.1658 0.1997 0.1018
H 2.802 -5.229 1.848 0.0466 0.0107 -0.0727 0.1018
H 0.482 -4.419 1.940 -0.1204 0.0110 0.0271 0.0931
N 0.718 3.829 -0.511 0.2186 1.6007 0.6727 0.0370
C -0.381 3.226 -0.912 -0.2368 -1.3616 -0.8709 -0.1566
C -1.490 3.857 -1.485 -0.2428 0.8654 0.7857 -0.0465
C -1.487 5.234 -1.528 0.3686 0.2915 0.3152 -0.0561
C -0.343 5.927 -1.103 -0.9174 -0.3985 -0.1504 -0.0539
C 0.674 5.206 -0.540 1.4587 -0.9857 -1.0987 -0.1391
H -0.334 2.144 -0.864 -0.0882 -0.1017 0.0493 0.0959
H -2.414 3.367 -1.756 0.2723 -0.5293 -0.0371 0.1150
H -2.357 5.814 -1.807 -0.0290 -0.1801 -0.4151 0.1169
H -0.300 6.992 -1.280 0.2299 0.0690 0.4195 0.1129
H 1.617 5.705 -0.357 -0.0056 -0.0032 0.5172 0.1023
N 1.387 3.295 2.506 -0.3136 -0.2634 0.1647 0.0274
C 1.292 4.506 3.137 -0.6508 -0.9049 -1.1120 -0.1421
C 0.499 4.696 4.233 -0.0451 0.1522 0.9642 -0.0584
C -0.131 3.615 4.884 1.0609 1.0853 -0.0714 -0.0493
C 0.036 2.394 4.318 -0.2755 -0.7710 -1.8016 -0.0507
C 0.681 2.290 3.042 0.7104 0.3970 1.6194 -0.1292
H 1.699 5.377 2.643 0.5058 -0.1832 -0.0078 0.1039
H 0.473 5.697 4.640 -0.2383 -0.0064 0.0815 0.1110
H -0.608 3.735 5.846 -0.1998 0.0971 -0.0954 0.1185
H -0.419 1.521 4.767 0.0869 -0.1543 -0.1360 0.1124
H 0.727 1.314 2.578 0.0656 0.1003 -0.2450 0.0660
C 3.579 -3.458 -1.530 -0.0520 -0.3108 0.2944 -0.0263
C 4.968 -2.917 -1.278 0.0484 -0.8438 -0.2154 -0.4620
O 5.836 -2.999 -2.129 -0.5965 0.5289 1.2029 0.0783
C 5.163 -2.435 0.156 0.5972 0.2626 0.3523 -0.0183
H 3.564 -4.163 -2.359 0.0471 0.4252 -0.3043 0.0856
H 2.888 -2.623 -1.645 -0.0103 -0.0395 -0.2235 0.0631
H 3.230 -4.029 -0.667 0.0543 0.1552 0.2012 0.0726
H 4.823 -3.163 0.896 0.1366 -0.5004 -0.3715 0.0524
H 4.556 -1.585 0.478 -0.0751 0.2982 -0.6731 0.0752
H 6.210 -2.213 0.361 -0.0046 0.0606 -0.1188 0.0828
C 0.936 -2.734 -3.578 -0.1725 -0.0116 0.6578 -0.0135
C 1.213 -1.672 -4.604 1.0162 -0.4314 -1.0522 -0.4768
O 2.309 -1.148 -4.732 -0.9078 -0.2087 0.4659 0.0562
C 0.073 -1.354 -5.531 0.2586 -0.0050 0.2309 -0.0039
H 1.732 -3.469 -3.491 0.1029 0.2172 -0.0995 0.0723
H -0.012 -3.258 -3.689 0.0061 0.0761 -0.3698 0.0816
H 0.848 -2.204 -2.625 0.1695 -0.0820 0.1509 0.0646
H 0.169 -0.311 -5.830 -0.5482 0.0498 0.1153 0.0748
H -0.829 -1.671 -5.012 -0.3766 0.6276 -0.3497 0.0562
H 0.140 -1.937 -6.451 0.1889 -0.2036 0.0990 0.1023
C -3.256 -6.141 3.811 0.4416 -0.8759 -0.2817 -0.0219
C -2.377 -5.658 2.671 -0.3626 -0.2823 -0.5127 -0.4697
O -1.393 -6.297 2.364 -0.1793 0.7215 0.0238 0.0479
C -2.889 -4.487 1.767 0.8846 -1.5202 0.6543 -0.0206
H -2.856 -7.097 4.152 0.2165 0.0401 -0.0947 0.0805
H -4.193 -6.403 3.317 -0.4263 0.4352 0.4979 0.0851
H -3.333 -5.544 4.717 -0.3635 0.5259 -0.4199 0.0835
H -2.269 -4.568 0.876 0.1640 0.5813 0.0738 0.0700
H -2.757 -3.580 2.356 -0.1595 0.2783 -0.3788 0.0732
H -3.914 -4.655 1.439 -0.1564 0.1645 0.4248 0.0740
C -4.126 -0.577 -0.828 -0.3501 -0.6329 0.7538 -0.0260
C -4.276 -0.923 -2.276 -0.7646 0.0539 -1.3787 -0.4818
O -5.337 -0.737 -2.844 0.5481 -0.1321 0.5113 0.0722
C -3.097 -1.418 -3.095 0.3296 -0.6846 0.4328 -0.0274
H -3.641 -1.339 -0.212 0.5344 -0.0788 -0.3980 0.0755
H -5.126 -0.552 -0.395 -0.0495 0.6331 -0.1642 0.0855
H -3.588 0.363 -0.701 -0.0915 0.0608 0.0231 0.0757
H -2.306 -1.799 -2.445 0.3206 0.4888 -0.0286 0.0599
H -2.762 -0.646 -3.788 0.1608 0.1567 0.2558 0.0819
H -3.336 -2.280 -3.720 -0.5853 0.1290 0.0050 0.0882

=====

Record 3
80
Properties=species:S:1:pos:R:3:forces:R:3:lowdin_charge:R:1 method="wB97M-V/def2-TZVPD" gap_ev=9.47 smiles=COC[C@H](C)N.COC[C@H](C)N.OCCO.OCCO.OCCO.OCCO.CO
C 1.801 -1.400 3.010 -0.5917 -0.4164 0.1882 -0.2712
C 2.822 -1.558 4.085 1.1069 0.5560 0.4849 -0.2518
O 3.429 -2.845 4.043 -0.7187 -0.3419 -0.2025 -0.0556
O 2.345 -1.505 1.704 -0.0237 -0.2393 0.2207 -0.0711
H 1.311 -0.437 3.167 0.1955 0.1122 -0.3781 0.1089
H 1.019 -2.163 3.143 0.1131 0.0196 -0.0282 0.1142
H 2.336 -1.316 5.038 0.0310 -0.3731 0.1279 0.1231
H 3.628 -0.828 3.957 -0.2275 0.2901 -0.1263 0.1194
H 4.221 -2.862 4.581 0.0360 0.1449 0.0710 0.0850
H 2.646 -2.423 1.668 0.1556 0.1870 -0.2831 0.0976
C -0.782 -1.025 0.636 -0.4446 0.1844 -0.2333 -0.2038
C -1.907 -1.733 1.370 -0.1115 -0.1388 0.4384 -0.2191
O -1.449 -2.846 2.143 0.1552 0.2416 -0.0585 -0.0672
O -1.381 -0.070 -0.233 -0.0554 0.0554 -0.3536 -0.1166
H -0.223 -1.762 0.054 0.2514 0.0859 0.1649 0.1203
H -0.145 -0.469 1.328 0.2322 -0.4102 0.0775 0.1013
H -2.634 -2.144 0.668 0.0735 0.1348 -0.1851 0.1093
H -2.424 -1.024 2.023 -0.0823 0.0749 -0.1073 0.1168
H -1.163 -2.503 2.996 -0.0228 -0.0712 0.0071 0.0705
H -0.817 0.083 -1.021 -0.0509 0.0087 0.3060 0.0438
C -1.921 2.127 2.967 1.0965 -0.5961 -1.2832 -0.2180
C -0.547 2.830 2.977 -1.0094 -1.0957 0.2154 -0.2282
O -0.362 3.635 4.135 0.0749 0.2948 -0.4780 -0.0529
O -1.904 0.999 3.862 -0.0928 0.9566 0.4047 -0.0833
H -2.003 1.694 1.969 -0.1647 -0.0175 0.1031 0.0813
H -2.794 2.775 3.074 0.1625 0.1002 0.4425 0.1248
H -0.407 3.351 2.031 -0.0405 0.7546 0.4007 0.1242
H 0.179 2.010 2.945 0.1698 0.0538 0.1285 0.0982
H -0.308 3.052 4.897 0.1749 0.0192 0.0047 0.0725
H -1.698 1.411 4.713 -0.2404 -0.5536 0.1177 0.0709
C -4.458 1.699 -0.685 1.2288 -0.9225 -0.3157 -0.2378
C -4.221 1.752 -2.200 -0.9071 0.4698 0.1182 -0.2378
O -3.852 3.058 -2.646 0.0636 -0.3375 0.2369 -0.0706
O -3.261 1.930 0.023 -0.1894 0.9954 0.4286 -0.0935
H -4.829 0.713 -0.387 -0.3595 -0.0694 -0.3000 0.1158
H -5.198 2.438 -0.375 0.0580 0.1761 -0.0023 0.1175
H -5.151 1.479 -2.715 -0.0241 -0.2675 0.0457 0.1119
H -3.451 1.050 -2.512 0.1724 0.0517 0.1161 0.1016
H -4.468 3.655 -2.207 0.1630 0.1844 -0.1168 0.0799
H -2.606 1.218 -0.060 -0.2707 -0.2897 -0.2927 0.0330
C -4.071 -4.151 -1.334 -0.3285 0.6458 -0.1784 -0.1725
O -4.955 -5.151 -1.817 0.4180 -0.3388 0.1654 -0.1144
H -3.465 -3.822 -2.176 -0.1199 0.0382 -0.0989 0.0655
H -4.673 -3.309 -0.984 0.2432 0.2336 0.0399 0.0751
H -3.368 -4.416 -0.539 -0.2274 -0.5464 0.0756 0.0747
H -5.528 -5.432 -1.098 0.0300 0.0015 0.0149 0.0740
C 5.352 1.696 1.278 0.3323 0.3529 -0.2734 -0.0546
C 3.961 2.300 1.129 -0.2942 -0.5468 -0.5696 -0.4179
C 3.493 2.378 -0.330 0.8885 0.2054 0.0358 -0.2236
O 2.299 3.126 -0.350 -0.5530 -0.4250 -0.2667 -0.1734
C 1.651 3.029 -1.592 -0.1940 1.2230 -1.2784 -0.1273
N 3.011 1.472 1.860 -0.7401 -0.1363 0.3818 0.0518
H 5.980 1.885 0.402 0.0319 0.3984 0.1391 0.0741
H 5.365 0.607 1.355 -0.3820 0.0050 0.2278 0.0737
H 5.813 2.131 2.164 0.2559 -0.2329 -0.0439 0.0756
H 3.906 3.305 1.559 0.2353 -0.0087 -0.1498 0.1372
H 3.406 1.334 -0.673 -0.4819 0.0984 -0.1083 0.1297
H 4.183 2.871 -1.035 0.2748 -0.0491 0.3657 0.1267
H 1.016 2.158 -1.736 0.1462 -0.2687 0.2479 0.0654
H 2.326 3.153 -2.451 0.5816 -0.7766 0.2406 0.0828
H 1.059 3.920 -1.832 -0.4451 -0.0165 1.0258 0.0912
H 3.224 0.483 1.800 0.3034 0.0526 -0.2074 0.0302
H 2.103 1.554 1.407 -0.0299 0.2233 0.2803 0.0598
C 1.711 0.496 -4.035 0.1101 -0.0060 -0.7308 -0.0712
C 0.499 -0.419 -3.918 1.4951 -0.0486 0.8258 -0.3993
C 0.869 -1.873 -3.582 0.3693 0.4848 -1.2024 -0.2068
O -0.338 -2.576 -3.422 -0.0680 -0.0914 0.5136 -0.1996
C -0.218 -3.844 -2.822 0.0843 -0.1354 0.5299 -0.0936
N -0.397 0.091 -2.836 -1.4058 -1.2079 -2.1375 0.0457
H 1.351 1.473 -4.368 0.1004 0.0693 0.1003 0.0799
H 2.376 0.137 -4.828 0.0086 -0.0187 0.0612 0.0817
H 2.308 0.651 -3.139 -0.2381 -0.2610 0.2086 0.0614
H 0.065 -0.437 -4.924 -0.5617 0.0328 0.2796 0.1416
H 1.593 -1.926 -2.761 -0.4720 -0.0898 0.4886 0.1339
H 1.386 -2.294 -4.455 0.1565 0.0388 0.0282 0.1309
H 0.546 -4.466 -3.294 -0.1397 -0.0365 -0.3100 0.0908
H -1.197 -4.315 -2.848 0.0470 -0.1138 -0.2868 0.0773
H 0.057 -3.790 -1.761 0.0752 0.3045 0.0217 0.0860
H -1.018 -0.737 -2.798 0.1086 0.2155 0.7657 0.0778
H -1.053 0.665 -3.380 0.2978 0.7196 0.6737 0.0962